[1]
Computed, not measured: 2 unconnected molecules or ions with the total composition C11H15N at a distorted geometry, with ωB97M-V/def2-TZVPD.

HOMO energy (spin up / spin down), eV: -13.189 / -13.566
LUMO energy (spin up / spin down), eV: -3.7 / -7.1
Calculated total energy, eV: -13132.815
M, g mol⁻¹: 161.2
Energy above the lowest of the compared OMol25 structures with the same formula, charge and spin, kJ/mol: 37.8
Gap between HOMO and LUMO (spin up / spin down), eV: 9.49 / 6.43
Strongest force on any atom, eV/Å: 1.97

```
! wB97M-V def2-TZVPD RIJCOSX def2/J DEFGRID3
* xyz 1 2
N 0.32 -1.95 0.24
C -0.74 1.68 0.00
C 2.09 -1.02 1.32
C -0.85 0.30 -0.22
C -3.52 1.31 -2.89
C 3.38 -0.85 2.01
C -3.58 -0.20 -3.17
C 0.08 -0.56 0.36
C 1.18 0.04 1.00
C 0.30 2.23 0.78
C 1.53 -2.20 0.79
C 1.26 1.40 1.30
H -4.53 -0.59 -2.82
H 2.06 1.78 1.92
H -3.50 1.55 -1.83
H -2.67 1.76 -3.39
H -1.78 -0.03 -0.67
H 3.12 -0.76 3.07
H -4.44 1.79 -3.26
H 3.84 0.10 1.76
H -1.51 2.33 -0.38
H -2.72 -0.66 -2.67
H 4.07 -1.66 1.80
H 0.19 3.26 1.07
H -3.47 -0.45 -4.23
H 1.97 -3.18 0.81
H -0.08 -2.37 -0.59
*
```

Mulliken charges in e: -0.0965, -0.2912, 0.7650, -0.1776, -0.7551, -1.3070, -0.6948, -0.4092, 0.7671, -0.7269, -0.5344, -0.4722, 0.2599, 0.3916, 0.1488, 0.2813, 0.4122, 0.3450, 0.3655, 0.3584, 0.3769, 0.1213, 0.3856, 0.3907, 0.3382, 0.4387, 0.3185

***

[2]
Computed, not measured: 2 unconnected molecules or ions with the total composition C11H15N at a distorted geometry, with ωB97M-V/def2-TZVPD.

HOMO energy (spin up / spin down), eV: -13.110 / -13.568
LUMO energy (spin up / spin down), eV: -4.0 / -7.1
Calculated total energy, eV: -13131.250
M, g mol⁻¹: 161.2
Energy above the lowest of the compared OMol25 structures with the same formula, charge and spin, kJ/mol: 188.8
Gap between HOMO and LUMO (spin up / spin down), eV: 9.06 / 6.51
Strongest force on any atom, eV/Å: 4.99

```
! wB97M-V def2-TZVPD RIJCOSX def2/J DEFGRID3
* xyz 1 2
N -1.67 0.00 2.65
C -1.55 0.56 1.32
C -2.21 2.03 -0.51
C -1.66 1.04 -1.39
C 3.23 1.34 -1.30
C -1.11 -0.13 -0.96
C -1.29 -3.03 0.39
C -1.64 -1.41 2.44
C -1.29 -1.74 1.08
C -2.00 1.81 0.88
C -1.19 -0.45 0.44
C 4.50 0.51 -1.33
H -0.56 -3.66 0.94
H 3.35 2.38 -1.42
H 4.85 0.84 -2.28
H -2.21 0.39 3.37
H 2.54 1.07 -2.09
H -1.69 1.29 -2.48
H -1.76 -2.15 3.37
H 2.65 1.15 -0.40
H -2.17 -3.52 0.38
H -2.44 2.45 1.69
H -0.65 -0.92 -1.50
H -0.83 -2.99 -0.57
H 5.25 0.82 -0.41
H 4.25 -0.58 -1.36
H -2.70 2.89 -0.97
*
```

Mulliken charges in e: -0.0866, 0.0814, -0.4384, -0.5640, -0.9146, -0.4543, -1.2824, -0.3898, 0.7338, -0.5551, 0.7620, -0.6748, 0.3607, 0.3752, 0.2361, 0.2769, 0.2740, 0.3606, 0.3380, 0.2341, 0.3656, 0.3316, 0.3973, 0.3473, 0.2274, 0.2429, 0.4151

***

[3]
Computed, not measured: 2 unconnected molecules or ions with the total composition C11H15N at a distorted geometry, with ωB97M-V/def2-TZVPD.

HOMO energy (spin up / spin down), eV: -13.113 / -13.441
LUMO energy (spin up / spin down), eV: -3.8 / -7.1
Calculated total energy, eV: -13131.850
M, g mol⁻¹: 161.2
Energy above the lowest of the compared OMol25 structures with the same formula, charge and spin, kJ/mol: 130.9
Gap between HOMO and LUMO (spin up / spin down), eV: 9.31 / 6.38
Strongest force on any atom, eV/Å: 3.64

```
! wB97M-V def2-TZVPD RIJCOSX def2/J DEFGRID3
* xyz 1 2
N -0.06 -0.90 2.18
C -2.46 -0.50 -1.56
C -1.75 -1.03 -2.83
C -0.14 0.30 1.44
C 3.18 -1.21 0.51
C -1.06 1.30 1.55
C 1.20 1.53 -0.17
C 1.10 0.49 0.80
C 1.92 -0.64 1.12
C 0.23 2.53 -0.13
C -0.88 2.44 0.77
C 1.16 -1.46 2.00
H 4.04 -0.56 0.57
H 3.20 -2.29 0.65
H -0.69 -1.19 -2.62
H -1.76 -0.59 -0.70
H -1.92 -0.35 -3.67
H 2.10 1.40 -0.76
H 1.57 -2.26 2.56
H 0.28 3.25 -0.91
H 2.87 -1.22 -0.61
H -3.45 -0.97 -1.48
H -1.48 3.32 0.87
H -2.00 1.14 2.07
H -0.76 -1.08 2.88
H -2.40 0.64 -1.55
H -2.05 -2.09 -2.99
*
```

Mulliken charges in e: -0.0130, -0.2999, -0.8582, -0.0895, -1.1283, -0.4491, -0.3585, 0.6285, 0.6080, -0.7298, -0.4085, -0.5660, 0.3475, 0.3660, 0.2517, -0.1805, 0.2684, 0.4638, 0.4779, 0.4470, 0.3253, 0.3717, 0.4587, 0.3504, 0.2531, 0.1698, 0.2936

***

[4]
Computed, not measured: 2 unconnected molecules or ions with the total composition C11H15N2O2 at a distorted geometry, with ωB97M-V/def2-TZVPD.

HOMO energy, eV: -11.706
LUMO energy, eV: -2.6
Calculated total energy, eV: -18714.207
M, g mol⁻¹: 207.3
Energy above the lowest of the compared OMol25 structures with the same formula, charge and spin, kJ/mol: 369.8
Gap between HOMO and LUMO, eV: 9.14
Strongest force on any atom, eV/Å: 4.39

```
! wB97M-V def2-TZVPD RIJCOSX def2/J DEFGRID3
* xyz 1 1
O -0.98 -1.19 -2.33
O -2.19 -0.07 5.33
N 1.32 0.13 -2.59
N -1.16 -0.97 -1.16
C 2.10 0.26 -0.32
C 0.76 1.50 -2.50
C -2.48 -1.24 1.93
C 1.82 -0.47 -1.35
C 2.17 -0.07 -3.73
C -0.99 0.52 3.35
C -1.43 -0.56 1.30
C -2.72 -1.09 3.31
C -1.12 -0.80 -0.02
C -1.97 -0.17 4.01
C -0.70 0.40 2.00
H 0.08 1.68 -1.67
H -0.02 1.02 1.46
H 0.14 1.64 -3.34
H -3.57 -1.54 3.82
H 2.18 -1.58 -1.37
H 2.74 -0.22 0.40
H 1.63 2.21 -2.34
H -1.70 0.69 5.67
H 2.77 0.89 -4.06
H -3.16 -1.71 1.39
H 1.58 -0.37 -4.64
H 1.79 1.32 -0.29
H 0.41 -0.46 -2.61
H 2.95 -0.75 -3.51
H -0.24 1.00 3.87
*
```

Mulliken charges in e: -0.8314, -0.5023, 0.4381, 0.5203, -0.8410, -1.1760, -0.6305, -0.1113, -0.7901, -0.6463, 0.0570, -0.5858, 0.4841, 0.8658, -0.6419, 0.3306, 0.4416, 0.4079, 0.4096, 0.3712, 0.2852, 0.4713, 0.3039, 0.2903, 0.5109, 0.3221, 0.3055, 0.2292, 0.3500, 0.3622

***

[5]
Computed, not measured: a single C11H15N3 molecule at a distorted geometry, with ωB97M-V/def2-TZVPD.

SMILES: c1cncc(N2C[C@@H]3CCNC[C@@H]32)c1
HOMO energy, eV: -7.603
LUMO energy, eV: 0.8
Calculated total energy, eV: -16117.230
M, g mol⁻¹: 189.3
Energy above the lowest of the compared OMol25 structures with the same formula, charge and spin, kJ/mol: 325.1
Gap between HOMO and LUMO, eV: 8.39
Strongest force on any atom, eV/Å: 5.86

```
! wB97M-V def2-TZVPD RIJCOSX def2/J DEFGRID3
* xyz 0 1
N -0.01 1.15 -2.15
N 0.50 -0.61 0.18
N -2.93 -0.50 1.56
C 0.58 -1.06 -1.25
C 2.36 0.65 -2.03
C -0.14 -0.19 -2.38
C 2.02 -0.62 -1.19
C -0.25 0.16 2.29
C -2.57 -0.11 2.81
C -0.52 -0.40 1.03
C -1.27 0.25 3.25
C 1.82 -0.40 0.54
C -1.88 -0.62 0.68
C 1.32 1.75 -1.94
H 2.36 -1.17 1.04
H 1.19 2.31 -1.02
H -2.22 -0.91 -0.35
H 2.16 0.64 0.87
H 3.39 0.99 -1.81
H 1.47 2.43 -2.74
H 0.79 0.60 2.34
H -3.37 -0.01 3.55
H -0.73 1.79 -2.05
H 2.36 0.37 -3.13
H -1.22 -0.31 -2.48
H 2.81 -1.23 -1.52
H -1.17 0.40 4.29
H 0.11 -0.49 -3.51
H 0.28 -2.14 -1.40
*
```

Mulliken charges in e: -0.0932, 0.3070, -0.6075, -0.0068, -0.8051, -0.9349, -0.2236, -0.3700, -0.2339, 0.8420, -0.5985, -0.9686, -0.3141, -0.7281, 0.2980, 0.3296, 0.2633, 0.3838, 0.4065, 0.3816, 0.3075, 0.3265, 0.1592, 0.3461, 0.4127, 0.2994, 0.4169, 0.2415, 0.1626

***

[6]
Computed, not measured: 2 unconnected molecules or ions with the total composition C11H15N3O at a distorted geometry, with ωB97M-V/def2-TZVPD.

HOMO energy (spin up / spin down), eV: -8.177 / -8.179
LUMO energy (spin up / spin down), eV: -0.5 / -0.5
Calculated total energy, eV: -18164.719
M, g mol⁻¹: 205.3
Energy above the lowest of the compared OMol25 structures with the same formula, charge and spin, kJ/mol: 399.9
Gap between HOMO and LUMO (spin up / spin down), eV: 7.65 / 7.66
Strongest force on any atom, eV/Å: 3.05

```
! wB97M-V def2-TZVPD RIJCOSX def2/J DEFGRID3
* xyz 0 1
O -0.74 1.75 -1.26
N -1.15 1.29 1.36
N -2.75 -0.02 0.87
N -2.37 1.03 1.55
C 1.64 0.76 1.35
C -0.61 0.45 0.42
C -0.08 2.91 -1.01
C -1.25 -1.95 0.71
C 3.01 0.55 1.31
C 2.77 -0.66 -0.75
C 1.40 -0.46 -0.71
C 3.57 -0.16 0.26
C 0.82 0.24 0.35
C -1.66 -0.60 0.08
C -2.08 -0.78 -1.37
H 1.19 1.32 2.15
H -0.38 -2.34 0.20
H -3.02 -1.33 -1.41
H -2.20 0.19 -1.83
H 3.64 0.94 2.09
H -1.33 -1.34 -1.91
H 3.21 -1.19 -1.58
H 1.02 2.78 -0.96
H -1.00 -1.82 1.77
H -3.71 -0.31 0.85
H -0.30 3.59 -1.84
H 4.64 -0.32 0.23
H 0.78 -0.81 -1.52
H -0.42 3.39 -0.08
H -2.07 -2.66 0.63
*
```

Mulliken charges in e: -0.4957, -0.1883, 0.2926, -0.9113, -0.4259, 0.4606, -0.6970, -1.6392, -0.6517, -0.8584, -0.0388, -0.3613, 0.2878, 1.3527, -1.5060, 0.4659, 0.3350, 0.4675, 0.3572, 0.4073, 0.3005, 0.4120, 0.1837, 0.4006, 0.2192, 0.2879, 0.4012, 0.4203, 0.2825, 0.4389

***

[7]
Computed, not measured: a molecular structure, C11H15N5O7Rh at a distorted geometry, with ωB97M-V/def2-TZVPD.

HOMO energy (spin up / spin down), eV: -11.898 / -11.875
LUMO energy (spin up / spin down), eV: -6.4 / -6.4
Calculated total energy, eV: -36429.529
M, g mol⁻¹: 432.2
Gap between HOMO and LUMO (spin up / spin down), eV: 5.54 / 5.45
Strongest force on any atom, eV/Å: 2.77

```
! wB97M-V def2-TZVPD RIJCOSX def2/J DEFGRID3
* xyz 1 1
Rh 0.12 1.25 -0.56
O -1.80 1.22 -0.90
O 1.37 -3.43 0.64
O -5.00 -4.10 -0.36
O -3.49 -5.62 -0.42
O 1.51 -3.17 -1.50
O 0.18 -0.68 -0.69
O -3.85 0.55 -0.33
N 0.28 1.01 1.72
N 0.91 -3.18 -0.45
N -3.85 -4.47 -0.36
N 2.18 1.37 -0.36
N 0.27 3.35 -0.70
C 2.64 2.73 -0.76
C -1.47 -3.85 -0.40
C 1.63 3.79 -0.31
C -0.84 -1.49 -0.60
C -0.53 -2.87 -0.49
C -2.81 -3.46 -0.41
C -2.69 0.33 -0.57
C -2.21 -1.13 -0.54
C 1.67 1.37 2.08
C -3.17 -2.11 -0.45
C 2.61 0.90 0.98
H 1.97 0.91 3.02
H 3.63 1.24 1.20
H 2.70 2.74 -1.84
H 1.72 2.45 2.21
H 3.63 2.94 -0.35
H 2.60 -0.19 0.96
H 2.58 0.70 -1.02
H 1.89 4.74 -0.76
H 1.66 3.92 0.77
H -1.21 -4.89 -0.33
H 0.10 3.56 -1.68
H -0.44 3.86 -0.19
H -4.21 -1.84 -0.40
H -0.40 1.52 2.26
H 0.11 0.02 1.88
*
```

Mulliken charges in e: 0.7106, -0.6199, -0.5665, -0.5937, -0.6111, -0.5544, -0.8387, -0.5781, -0.2488, 0.9180, 1.0174, 0.0283, -0.4399, -0.5878, -0.4778, -0.4911, 0.7546, 0.0274, -0.2568, 0.3472, 0.2310, -0.5693, -0.5822, -0.6138, 0.4284, 0.4028, 0.3790, 0.2549, 0.3435, 0.3879, 0.3153, 0.4234, 0.2358, 0.5644, 0.3665, 0.2953, 0.6516, 0.2749, 0.2713

***

[8]
Computed, not measured: a single C11H15NO2S molecule at a distorted geometry, with ωB97M-V/def2-TZVPD.

HOMO energy, eV: -9.019
LUMO energy, eV: 0.6
Calculated total energy, eV: -28066.784
M, g mol⁻¹: 225.3
Energy above the lowest of the compared OMol25 structures with the same formula, charge and spin, kJ/mol: 306.7
Gap between HOMO and LUMO, eV: 9.61
Strongest force on any atom, eV/Å: 4.62

```
! wB97M-V def2-TZVPD RIJCOSX def2/J DEFGRID3
* xyz 0 1
S 0.52 -1.18 -0.79
O 1.34 2.13 -1.83
O 0.93 -0.84 -2.44
N -0.34 -0.08 -0.11
C 3.15 -1.52 0.15
C 2.18 -0.62 -0.24
C 3.65 1.11 0.21
C -1.74 -0.18 0.00
C 4.65 0.30 0.65
C -2.14 0.78 1.15
C -2.26 -1.61 0.38
C 2.38 0.72 -0.19
C -2.44 0.32 -1.34
C 1.40 1.74 -0.66
C 4.39 -1.05 0.61
H 0.57 -0.14 -2.96
H 3.97 2.19 0.09
H -2.15 -1.85 1.34
H 5.34 -1.64 0.72
H -2.02 1.22 -1.62
H -3.24 0.82 1.46
H 5.60 0.67 1.09
H -1.76 1.73 0.77
H -3.38 -1.52 0.36
H 0.87 2.22 0.13
H -2.10 -0.33 -2.16
H -1.90 -2.42 -0.22
H 2.76 -2.44 0.21
H -1.45 0.50 1.96
H -3.52 0.56 -1.15
*
```

Mulliken charges in e: 0.2009, -0.5152, -0.5250, -0.1391, -0.8304, 1.1731, -0.3368, 1.0392, -0.5375, -1.4904, -1.6809, 0.0648, -1.5156, -0.2184, -0.3887, 0.3126, 0.2495, 0.5243, 0.2685, 0.4812, 0.3406, 0.3543, 0.3514, 0.3725, 0.3609, 0.3282, 0.4396, 0.5346, 0.4159, 0.3658